(1)
C13H35BClNOP | ωB97M-V with the def2-TZVPD basis set

The geometry in ORCA input format:
```
! wB97M-V def2-TZVPD RIJCOSX def2/J DEFGRID3
* xyz -1 1
C -0.40880 0.08836 1.14787
B -1.71902 -0.73855 0.59809
N -2.00240 -2.04777 1.31312
P -3.28576 0.36967 0.71674
O -4.62138 -0.44117 1.48792
Cl -3.92656 0.55591 -1.34435
H -0.68790 0.99059 1.87697
H 0.09130 0.60694 0.19840
H 0.39980 -0.60261 1.65474
H -1.51061 -1.01488 -0.54072
H -2.94183 -2.36130 0.92352
H -1.34080 -2.79432 0.94752
H -5.12307 0.15772 2.11807
C -2.17549 -1.83429 -3.30362
C -1.41677 -3.14463 -3.16110
C 0.07344 -3.01676 -3.48618
C 0.39552 -2.60417 -4.92745
C -0.16973 -3.52430 -6.01247
C 0.38152 -4.93934 -5.94457
H -2.15042 -1.46242 -4.33175
H -3.22574 -1.97579 -3.02891
H -1.75411 -1.06686 -2.64743
H -1.88297 -3.91081 -3.78890
H -1.51725 -3.49380 -2.12592
H 0.56590 -3.97093 -3.26140
H 0.52334 -2.28038 -2.80792
H 1.48592 -2.55488 -5.03720
H 0.03051 -1.58548 -5.10562
H 0.07941 -3.10002 -6.99248
H -1.26405 -3.55200 -5.96139
H 1.47084 -4.93797 -6.04261
H -0.03098 -5.54360 -6.75986
H 0.11964 -5.43130 -5.00401
C 3.49980 5.35345 3.57364
C 3.37625 3.84247 3.45278
C 2.07531 3.39582 2.78136
C 0.79053 3.77313 3.52847
C 0.69380 3.25433 4.96545
C 0.69293 1.73686 5.05550
H 2.70923 5.77481 4.20089
H 4.45942 5.61725 4.02979
H 3.45077 5.82826 2.58914
H 3.47554 3.38410 4.44200
H 4.21933 3.47120 2.85696
H 2.10813 2.30861 2.63858
H 2.02831 3.82896 1.77393
H -0.06558 3.39446 2.95651
H 0.68283 4.86444 3.54105
H -0.23605 3.63017 5.40886
H 1.50849 3.65952 5.57621
H -0.14299 1.31381 4.49115
H 0.59042 1.42174 6.09962
H 1.62206 1.30779 4.67098
*
```

Results
HOMO	-0.1390	hartree
M	298.668	g/mol
orbital gap	6.700	eV


(2)
C2H10NO2 | ωB97M-V with the def2-TZVPD basis set

The geometry in ORCA input format:
```
! wB97M-V def2-TZVPD RIJCOSX def2/J DEFGRID3
* xyz 2 2
C 1.33484 -0.98109 -0.09587
C 0.46333 -0.13734 -2.35938
N 0.32140 -0.33744 -1.03600
H 1.06632 -1.97019 0.11138
H 1.07874 -0.40141 0.85943
H 2.35433 -0.90049 -0.47737
H 1.04019 -0.87593 -2.88247
H -0.44560 0.27354 -2.84701
H -0.67802 0.10003 -0.75548
H 0.68253 1.46353 2.88831
H -0.01400 0.01683 2.75358
O 0.29414 0.81947 2.36925
H -1.48411 0.58666 0.94276
H -2.74978 1.08806 0.42418
O -2.03032 0.39203 0.25152
*
```

Results
HOMO (alpha / beta)	-0.8112 / -0.7683	hartree
M	80.107	g/mol
orbital gap (alpha / beta)	12.073 / 4.615	eV


(3)
C8H14 | ωB97M-V with the def2-TZVPD basis set

The geometry in ORCA input format:
```
! wB97M-V def2-TZVPD RIJCOSX def2/J DEFGRID3
* xyz 0 1
C 1.55985 -1.03824 2.57267
C 1.07195 -1.09088 1.34061
C 0.38166 0.02426 0.71236
C 0.65359 0.37506 -0.88058
C 0.89939 1.79786 -1.29397
C -0.67073 -0.12099 -0.37304
C -1.11339 -1.50478 -0.80214
C -1.83880 0.84488 -0.31511
H 2.06892 -1.86639 3.03039
H 1.46027 -0.14888 3.17472
H 1.18284 -1.99169 0.75310
H 0.29207 0.90738 1.32869
H 1.27414 -0.35788 -1.37722
H 0.54482 2.50320 -0.54838
H 0.38499 2.01028 -2.23262
H 1.96322 1.96627 -1.44393
H -1.62893 -1.44629 -1.75949
H -1.79785 -1.92843 -0.06903
H -0.27061 -2.18254 -0.91431
H -2.16338 1.11338 -1.31921
H -1.57759 1.75563 0.21624
H -2.67642 0.37879 0.20025
*
```

Results
HOMO	-0.3086	hartree
M	110.200	g/mol
SMILES	C=C[C@H]1[C@H](C)C1(C)C
orbital gap	9.464	eV


(4)
H24O12 | ωB97M-V with the def2-TZVPD basis set

The geometry in ORCA input format:
```
! wB97M-V def2-TZVPD RIJCOSX def2/J DEFGRID3
* xyz 0 1
O -0.70027 -0.44042 0.21984
H 0.22338 -0.24052 -0.04807
H -1.21175 0.30698 0.32479
O -0.09582 -4.05949 1.30496
H 0.42231 -4.71719 1.78491
H -0.99841 -4.27244 1.34010
O 3.53445 -1.27534 -0.16901
H 4.18878 -1.10707 -0.86604
H 2.78021 -1.47410 -0.70193
O -0.26790 2.23010 2.62056
H -0.86682 1.76534 1.94492
H -0.56677 1.74606 3.38098
O -3.83259 -2.75825 2.33763
H -4.22741 -1.88055 2.44194
H -3.96897 -3.14457 3.23580
O 1.42142 2.98813 2.02327
H 0.81312 3.71516 2.08389
H 1.34689 2.59056 2.93576
O -0.57415 0.11724 -3.88310
H -1.38387 -0.28410 -3.92672
H 0.01010 -0.30480 -3.22090
O -3.55754 2.42643 -1.74647
H -4.08118 2.89986 -1.00569
H -2.75887 2.16910 -1.26560
O 2.89890 -1.22411 3.82265
H 2.28376 -0.69921 4.24242
H 2.46697 -1.24238 2.94040
O -3.59811 0.34685 -1.45324
H -3.80989 -0.42275 -2.00947
H -2.76317 0.60379 -1.63315
O 2.57397 -0.34608 -4.64263
H 2.18135 -0.70316 -3.86301
H 2.07662 0.34052 -5.11224
O 2.56953 1.92533 -0.71097
H 3.08845 2.32772 -0.02978
H 1.78004 2.58464 -0.76117
*
```

Results
HOMO	-0.3604	hartree
M	216.180	g/mol
SMILES	O.O.O.O.O.O.O.O.O.O.O.O
orbital gap	9.388	eV


| no. | E_tot (eV) |
| --- | --- |
| 1 | -40076.5765 |
| 2 | -7796.7944 |
| 3 | -8521.7867 |
| 4 | -24954.4462 |